Record 1
Formula: C2H11N5
Source: OMol25
Level of theory: ωB97M-V with the def2-TZVPD basis set

```
18
Properties=species:S:1:pos:R:3:forces:R:3:lowdin_charge:R:1
C -0.20896 -0.42633 0.33780 -7.922 4.016 -2.612 -0.254
C -1.11352 -0.10654 -0.88515 4.428 -2.063 2.599 -0.293
N -0.95345 -0.08457 1.67943 1.764 0.861 -2.369 0.295
N -0.58264 -0.58333 -2.02133 -1.072 0.469 -1.659 0.198
N 0.88282 -0.95307 0.15146 3.498 -1.271 -1.691 0.106
N -2.31192 0.38251 -0.64419 -1.679 0.170 -3.064 0.191
N 2.49386 0.38517 0.04236 -0.284 2.356 -3.444 0.279
H -1.85672 -0.46119 1.67646 -1.752 -1.572 0.631 0.143
H -0.32628 -0.33961 2.38106 0.757 -1.418 2.097 0.148
H 0.35052 -0.92556 -2.19352 0.183 -0.143 1.425 0.123
H -0.99933 -0.58258 -2.95630 -0.796 0.497 0.780 0.155
H 1.38164 -1.46320 0.76898 1.439 -2.151 2.683 0.064
H -2.39107 0.93900 0.15458 -0.586 1.045 0.898 0.092
H -1.07827 0.89935 1.86586 0.074 0.959 -0.331 0.168
H -2.91590 0.66152 -1.45547 0.636 -0.352 1.253 0.185
H 3.25836 -0.23789 0.21190 0.554 -0.301 0.474 0.113
H 2.35913 0.58756 -1.00580 0.435 -0.481 2.128 0.160
H 2.36279 1.24840 0.58060 0.322 -0.620 0.201 0.128
```
Positions in Å, forces in eV/Å.

Properties
Orbital gap (alpha / beta): 7.3 / 7.6 eV
Net charge: +2
Spin multiplicity: 3
HOMO energy (alpha / beta): -0.5362 / -0.6889 hartree



Record 2
Formula: C38H37Cl8GeN3O2S3Se2Zr
Source: OMol25
Level of theory: ωB97M-V with the def2-TZVPD basis set

```
95
Properties=species:S:1:pos:R:3:forces:R:3:lowdin_charge:R:1
Zr -1.09434 -0.97043 0.25880 0.288 0.293 0.986 1.453
C -4.95148 -0.00204 1.78044 0.007 0.060 -0.063 -0.351
Se -3.16029 -0.43154 2.39367 0.080 -0.175 -0.081 0.861
C -3.02150 1.06086 3.64728 0.043 0.083 -0.010 -0.492
C -2.88652 2.45960 3.08137 -0.122 -0.070 -0.039 -0.500
Se -1.32336 2.59288 1.94400 0.112 0.123 -0.036 0.912
C -1.63579 4.36897 1.22046 -0.105 0.013 0.013 -0.349
H -5.62496 -0.24447 2.59830 -0.024 0.014 -0.010 0.048
H -5.18503 -0.61754 0.91819 0.006 -0.017 0.005 -0.003
H -5.02195 1.04847 1.51545 -0.003 -0.003 0.001 0.014
H -2.20152 0.80632 4.31389 0.026 -0.012 -0.029 0.044
H -3.95082 0.97672 4.21151 0.040 0.016 0.090 0.087
H -2.76559 3.17160 3.89673 -0.075 -0.010 0.031 0.087
H -3.76485 2.74603 2.50310 0.020 0.006 -0.022 0.069
H -1.43714 5.12294 1.97638 -0.006 0.002 0.002 0.037
H -2.66070 4.45485 0.86574 0.008 -0.010 -0.016 0.030
H -0.95505 4.50015 0.38202 0.013 0.002 0.006 0.018
Cl -1.48903 -3.07929 -2.61650 -0.126 0.057 0.058 0.723
C -2.41400 -1.60150 -2.75943 0.128 -0.064 -0.049 -0.717
C -2.35250 -0.67876 -1.71802 -0.379 -0.215 0.040 -0.500
C -3.17778 0.41844 -1.88933 0.107 0.092 0.073 -0.744
Cl -3.10199 1.60005 -0.61851 0.115 -0.025 -0.088 0.701
C -3.97831 0.64800 -3.00568 0.016 0.071 -0.003 -0.710
Cl -4.92225 2.06902 -3.11702 -0.013 0.000 -0.019 0.760
C -3.96471 -0.28199 -4.04257 0.015 -0.026 0.014 -0.710
Cl -4.88797 -0.02108 -5.45220 -0.017 0.020 -0.044 0.764
C -3.17405 -1.42838 -3.91395 0.067 0.043 -0.001 -0.703
Cl -3.12953 -2.58525 -5.17559 -0.015 -0.003 -0.014 0.749
N 0.72760 -1.04913 -4.11520 0.065 -0.055 0.010 0.195
C 0.06498 -0.20636 -4.99467 -0.034 0.030 0.045 -0.192
C -0.02113 -0.52447 -6.34807 0.012 -0.006 0.080 0.019
C -0.68337 0.33458 -7.19455 -0.056 0.080 -0.032 0.013
C -1.27254 1.52237 -6.71741 0.021 -0.083 -0.091 -0.005
C -1.19628 1.84824 -5.38888 0.072 -0.045 0.153 -0.051
C -0.52457 0.97941 -4.50829 -0.062 0.009 -0.387 -0.388
S -0.42885 1.36778 -2.85590 -0.123 0.073 0.087 1.198
N 0.09123 -0.00354 -2.12539 0.308 0.129 -0.043 -0.256
C 0.67989 -0.96132 -2.76928 -0.066 -0.014 0.004 -0.362
C 1.33431 -2.02656 -1.96664 -0.088 0.039 0.011 -0.268
C 2.39493 -2.72221 -2.50669 0.116 -0.064 0.024 0.012
C 3.01149 -3.72459 -1.76313 -0.025 0.052 -0.056 0.012
C 2.53602 -3.96756 -0.49626 -0.035 0.000 0.079 0.010
C 1.47528 -3.20789 -0.01557 0.094 0.078 0.039 -0.139
N 0.86396 -2.24639 -0.71498 -0.089 0.023 -0.161 0.007
H 1.11953 -1.89178 -4.51354 -0.019 -0.017 -0.006 0.162
H 0.42176 -1.43910 -6.72280 -0.001 0.000 0.004 0.138
H -0.75667 0.09249 -8.24638 -0.001 -0.001 0.003 0.137
H -1.79144 2.17472 -7.40618 -0.005 -0.001 0.007 0.136
H -1.65875 2.75106 -5.00868 0.007 0.001 0.005 0.131
H 2.78250 -2.47928 -3.48709 -0.022 0.017 -0.004 0.130
H 3.83919 -4.28676 -2.17441 0.003 0.004 0.004 0.137
H 2.96402 -4.73345 0.13516 0.005 0.005 -0.002 0.133
H 1.10350 -3.38029 0.98009 0.013 -0.038 0.002 0.019
O 0.90820 0.39878 0.37293 -0.244 -0.253 -0.008 -0.700
S 1.33588 1.85151 0.16689 -0.240 0.118 -0.010 0.953
C 2.41678 2.41801 1.53391 0.085 -0.078 -0.034 -0.269
C 1.99125 2.13524 2.97655 -0.061 -0.038 -0.034 -0.229
C 2.72325 0.96047 3.61188 0.021 0.002 -0.020 -0.196
C 2.56438 -0.34858 2.86766 0.060 0.106 -0.024 -0.305
S 1.00821 -1.25015 2.88183 -0.200 -0.226 0.123 0.949
O -0.21353 -0.40415 2.44300 0.088 -0.174 -0.280 -0.788
C 0.78175 -1.52397 4.60962 -0.033 0.127 0.055 -0.397
C 1.24509 -2.71888 5.14080 0.002 -0.020 0.005 -0.069
C 1.09278 -2.94806 6.50121 -0.013 0.004 -0.009 -0.040
C 0.47616 -1.99518 7.29931 0.008 -0.021 0.011 -0.033
C 0.01215 -0.80461 6.75093 -0.012 0.019 -0.009 -0.038
C 0.16301 -0.55986 5.39617 0.041 -0.009 0.049 -0.076
C 2.59575 1.80776 -1.08625 0.040 0.031 -0.020 -0.430
C 2.85117 2.97546 -1.79262 -0.045 -0.035 -0.049 -0.076
C 3.87535 2.98113 -2.73073 0.020 0.001 -0.027 -0.039
C 4.61681 1.82967 -2.95834 -0.013 0.030 0.003 -0.040
C 4.34242 0.66570 -2.24842 -0.021 -0.040 0.018 -0.051
C 3.32891 0.64893 -1.30113 0.068 0.037 0.012 -0.087
H 2.40362 3.49227 1.32817 0.071 0.002 -0.006 0.108
H 3.42276 2.05515 1.31662 -0.008 -0.028 0.030 0.109
H 0.91419 1.99552 3.03445 0.081 -0.008 0.028 0.015
H 2.21259 3.03297 3.55484 -0.020 0.002 0.013 0.132
H 2.40466 0.84688 4.64924 0.000 -0.003 -0.005 0.118
H 3.79646 1.16837 3.64444 -0.003 0.018 0.022 0.134
H 3.21119 -1.12424 3.29336 0.026 0.032 0.004 0.113
H 2.82690 -0.25952 1.81183 -0.019 -0.019 -0.004 0.071
H 1.71192 -3.46516 4.50877 -0.020 0.002 -0.010 0.117
H 1.44295 -3.87526 6.93347 0.005 0.006 -0.002 0.123
H 0.35258 -2.18224 8.35744 0.001 0.006 -0.002 0.124
H -0.46143 -0.06642 7.38418 -0.003 -0.005 -0.003 0.121
H -0.18370 0.36497 4.95348 0.005 0.002 -0.004 0.100
H 2.26558 3.87157 -1.61972 -0.002 -0.013 0.022 0.122
H 4.09510 3.88618 -3.28091 0.001 -0.004 0.005 0.124
H 5.41956 1.84245 -3.68342 -0.006 -0.004 -0.001 0.123
H 4.93755 -0.22270 -2.41895 0.002 0.007 0.005 0.116
H 3.11717 -0.24050 -0.71975 -0.001 -0.009 -0.011 0.101
Cl -3.80214 -5.27956 2.03195 0.122 0.069 -0.122 0.043
Ge -2.52217 -4.73186 0.39208 -0.276 0.036 0.213 0.337
Cl -3.43927 -2.48215 0.05801 0.037 -0.145 -0.179 0.053
Cl -1.08542 -3.06860 1.76146 0.163 -0.009 -0.316 0.052
```
Positions in Å, forces in eV/Å.

Properties
Orbital gap (alpha / beta): 6.2 / 4.6 eV
Net charge: +3
Spin multiplicity: 2
HOMO energy (alpha / beta): -0.5514 / -0.5514 hartree



Record 3
Formula: C5H10N2O
Source: OMol25
Level of theory: ωB97M-V with the def2-TZVPD basis set

```
18
Properties=species:S:1:pos:R:3:forces:R:3:lowdin_charge:R:1
N 2.11861 -0.25526 -1.35794 -0.484 -3.576 0.125 0.242
C 1.00510 -0.15043 -0.44484 -6.404 0.152 -1.705 -0.077
C -0.57101 -0.19535 -1.22296 5.009 0.522 6.444 0.199
N -1.71378 -0.35418 -0.20547 0.238 1.038 -1.831 0.099
C -1.41552 0.18005 1.22352 -0.377 2.669 -1.643 -0.217
O -1.89077 1.56055 1.18810 4.365 -2.570 -1.201 0.081
C 0.01380 0.17300 1.67302 -0.723 -0.514 -2.250 0.056
C 1.15359 0.01210 0.96860 -0.532 -0.806 -1.037 0.002
H 2.96178 -0.58095 -0.86096 0.012 0.198 -0.079 0.199
H 2.32939 0.57886 -1.82758 0.478 1.857 -1.176 0.165
H 1.88733 -1.03821 -2.04686 0.615 1.296 0.578 0.224
H -0.67088 -0.39376 -2.23523 -0.554 -0.319 -1.709 0.081
H -2.61957 0.23283 -0.44907 2.120 -1.378 -0.058 0.246
H -1.96066 -1.36256 -0.18306 -0.046 0.494 0.025 0.196
H -2.02922 -0.48195 1.78600 -0.401 -0.228 1.107 0.164
H -2.74319 1.60516 1.49483 -3.539 0.283 1.520 0.074
H -0.01091 0.24628 2.67956 0.561 0.301 3.280 0.110
H 2.10110 -0.19301 1.49196 -0.340 0.580 -0.392 0.156
```
Positions in Å, forces in eV/Å.

Properties
Orbital gap (alpha / beta): 8.0 / 8.7 eV
Net charge: +2
HOMO energy (alpha / beta): -0.6435 / -0.6724 hartree
SMILES: [NH3+]C1=C[NH2+][C@H](O)C=C1



The following E_tot values (in eV) correspond, in order, to the records above: -9681.2228; -369725.5153; -10352.5671.
The following energy relative to the best compared isomer or geometry (same formula, charge and spin) values (in kJ/mol) correspond, in order, to the records above: 0.00; 302.26; 389.13.